[1]
A cluster of 2 separate species, C4H9NO3 in total. Source: the OMol25 dataset; level of theory: ωB97M-V/def2-TZVPD.

Bonds (Å) are listed after each position.
Positions of all 17 atoms, in Å:
1 N -2.23349 0.31161 -1.06234  C2 1.340, C12 1.442, H15 1.008
2 C -2.17662 0.23988 0.27446  N1 1.340, O5 1.360, O8 1.207
3 H -0.99255 1.16897 -2.50918  C12 1.091
4 H -0.18966 0.13302 -1.31189  C12 1.088
5 O -3.42222 0.32727 0.81255  C2 1.360, H16 0.967
6 H -1.15944 -0.59830 -2.60642  C12 1.091
7 H 4.12483 -0.54762 0.72597  C10 1.087
8 O -1.18531 0.11467 0.95179  C2 1.207
9 O 1.99484 -0.14902 -0.66268  C13 1.204
10 C 3.24298 -0.47777 1.35724  H7 1.087, H11 1.088, C13 1.497, H14 1.087
11 H 3.12287 -1.39583 1.92839  C10 1.088
12 C -1.08054 0.25093 -1.92598  N1 1.442, H3 1.091, H4 1.088, H6 1.091
13 C 2.01193 -0.24444 0.53742  O9 1.204, C10 1.497, H17 1.102
14 H 3.35581 0.33837 2.06586  C10 1.087
15 H -3.14544 0.41816 -1.47769  N1 1.008
16 H -3.35237 0.27286 1.77540  O5 0.967
17 H 1.08441 -0.16280 1.12716  C13 1.102

Energy relative to the best compared isomer or geometry (same formula, charge and spin)   54.8 kJ/mol
HOMO level   -9.58 eV
LUMO   0.8 eV
Kohn-Sham gap   10.36 eV
SMILES string   CNC(=O)O.CC=O
Calculated total energy   -11926.9738 eV
Largest force on an atom   0.6 eV/Å

***

[2]
An isolated molecule of C4H9NO3. Source: the OMol25 dataset; level of theory: ωB97M-V/def2-TZVPD.

Bonds (Å) are listed after each position.
Positions of all 17 atoms, in Å:
1 C -1.09600 -0.41562 0.95599  O6 1.404, C7 1.535, H10 1.092, H16 1.106
2 O 2.10334 0.47617 2.42439  O12 1.411, H15 0.970
3 H 0.33291 -1.32096 2.31750  C7 1.094
4 H -2.03225 -0.37239 -2.85214  C17 1.071
5 H 1.08464 1.06681 -1.86413  N8 1.010
6 O -1.37909 -0.44711 -0.41882  C1 1.404, C14 1.369
7 C 0.33995 -0.70343 1.41467  C1 1.535, H3 1.094, H9 1.096, O12 1.421
8 N 0.67257 0.56971 -1.08790  H5 1.010, H11 1.013, C14 1.393
9 H 0.92190 -1.19982 0.63027  C7 1.096
10 H -1.77151 -1.16671 1.37059  C1 1.092
11 H 0.72229 1.10513 -0.22935  N8 1.013
12 O 0.87953 0.57356 1.72863  O2 1.411, C7 1.421
13 H -0.51536 0.46641 -3.46878  C17 1.072
14 C -0.60286 0.10622 -1.40193  O6 1.369, N8 1.393, C17 1.333
15 H 2.78967 0.61705 1.75343  O2 0.970
16 H -1.36941 0.57114 1.37384  C1 1.106
17 C -1.08033 0.07384 -2.64626  H4 1.071, H13 1.072, C14 1.333

Energy relative to the best compared isomer or geometry (same formula, charge and spin)   486.3 kJ/mol
HOMO level   -7.96 eV
LUMO   0.8 eV
Kohn-Sham gap   8.72 eV
SMILES string   C=C(N)OCCOO
Calculated total energy   -11922.5014 eV
Largest force on an atom   0.7 eV/Å

***

[3]
A cluster of 2 separate species, C4H9NO3PS in total at a distorted geometry. Source: the OMol25 dataset; level of theory: ωB97M-V/def2-TZVPD.

Bonds (Å) are listed after each position.
Positions of all 19 atoms, in Å:
1 H 0.58696 3.74509 2.11195  C16 1.164
2 C 0.52664 1.63413 2.20226  C6 1.515, C16 1.512, H17 1.057, H19 1.050
3 O -0.84481 -0.77280 -2.62952  H14 0.971, C18 1.473
4 S -1.11249 -2.45359 0.61667  P9 1.976
5 H -1.92163 -2.70400 -2.76636  C18 1.077
6 C 0.53702 0.44689 1.26045  C2 1.515, N8 1.299, P9 2.224, O10 1.323
7 H -0.21740 -2.54625 -2.18445  C18 1.084
8 N 0.19213 0.34700 0.01257  C6 1.299, P9 1.765
9 P 0.44962 -1.39920 0.02243  S4 1.976, C6 2.224, N8 1.765, O10 1.821, O13 1.472
10 O 0.98276 -0.74172 1.63455  C6 1.323, P9 1.821
11 H -0.98027 2.80364 1.44151  C16 1.030
12 H 0.50588 2.87245 0.57262  C16 1.064
13 O 1.60354 -1.88392 -0.75141  P9 1.472
14 H -0.20899 -0.64748 -1.90694  O3 0.971
15 H -0.67026 -2.26096 -3.93429  C18 1.085
16 C 0.04116 2.89801 1.52990  H1 1.164, C2 1.512, H11 1.030, H12 1.064
17 H 0.02001 1.19630 3.02019  C2 1.057
18 C -0.96904 -2.21662 -2.89258  O3 1.473, H5 1.077, H7 1.084, H15 1.085
19 H 1.47919 1.68305 2.64044  C2 1.050

Energy relative to the best compared isomer or geometry (same formula, charge and spin)   323.9 kJ/mol
HOMO level   -4.63 eV
LUMO   3.5 eV
Kohn-Sham gap   8.10 eV
Calculated total energy   -32052.7615 eV
Charge   -1
Largest force on an atom   4.4 eV/Å

***

[4]
An isolated molecule of C4H9NO4 at a distorted geometry. Source: the OMol25 dataset; level of theory: ωB97M-V/def2-TZVPD.

Bonds (Å) are listed after each position.
Positions of all 18 atoms, in Å:
1 O -2.66840 -0.17858 1.14901  C13 1.188
2 C 0.70151 0.54645 -0.54896  O5 1.743, O10 1.272, H15 1.099, O18 1.385
3 H -1.24165 1.32362 2.40762  C6 1.087
4 H -0.98874 0.15198 -1.65255  N11 1.213
5 O -0.66573 0.89167 0.47625  C2 1.743, C6 1.437, C13 1.604
6 C -0.34249 1.03669 1.86922  H3 1.087, O5 1.437, H14 1.089, H17 1.089
7 H 2.12520 -2.36823 -0.28444  C9 1.088
8 H 1.65690 -1.52470 -1.78128  C9 1.091
9 C 2.03672 -1.39635 -0.76656  H7 1.088, H8 1.091, H16 1.096, O18 1.428
10 O 0.26933 0.54376 -1.74537  C2 1.272
11 N -2.02467 -0.14575 -1.09520  H4 1.213, H12 1.010, C13 1.304
12 H -2.77702 -0.73830 -1.41592  N11 1.010
13 C -2.02361 0.08807 0.18756  O1 1.188, O5 1.604, N11 1.304
14 H 0.05223 0.09970 2.25922  C6 1.089
15 H 1.33149 1.39034 -0.23518  C2 1.099
16 H 3.01921 -0.91270 -0.79847  C9 1.096
17 H 0.40546 1.82504 1.94102  C6 1.089
18 O 1.13426 -0.63273 0.03404  C2 1.385, C9 1.428

Energy relative to the best compared isomer or geometry (same formula, charge and spin)   266.6 kJ/mol
HOMO level   -10.19 eV
LUMO   0.9 eV
Kohn-Sham gap   11.09 eV
Calculated total energy   -13972.3935 eV
Largest force on an atom   1.5 eV/Å

***

[5]
The ion C4H9NOS with charge -2 at a distorted geometry. Source: the OMol25 dataset; level of theory: ωB97M-V/def2-TZVPD.

Bonds (Å) are listed after each position.
Positions of all 16 atoms, in Å:
1 H -2.11362 0.56955 2.05036  C3 1.156
2 H -0.80624 -1.28018 0.21359  N12 1.009
3 C -1.87643 -0.50356 1.69343  H1 1.156, O8 1.324, N12 1.609, H16 1.103
4 C 0.32037 0.33110 0.56679  H9 1.111, N12 1.476, C14 1.631, H15 1.215
5 C 1.10205 -0.19152 -1.91721  H7 1.105, S10 1.811, H11 1.151, C14 1.539
6 H 2.03983 1.18216 -0.34320  C14 1.100
7 H 0.06673 -0.37199 -2.25725  C5 1.105
8 O -1.22409 -1.32132 2.50572  C3 1.324
9 H 0.10297 1.32221 1.02025  C4 1.111
10 S 2.20498 0.22009 -3.29288  C5 1.811
11 H 1.27184 -1.12225 -1.26241  C5 1.151
12 N -0.99789 -0.30000 0.36031  H2 1.009, C3 1.609, C4 1.476
13 H 0.49203 1.70106 -1.10001  C14 1.093
14 C 1.08770 0.84328 -0.77858  C4 1.631, C5 1.539, H6 1.100, H13 1.093
15 H 1.12249 -0.18370 1.32109  C4 1.215
16 H -2.79270 -0.89493 1.22002  C3 1.103

Energy relative to the best compared isomer or geometry (same formula, charge and spin)   96.9 kJ/mol
HOMO level   0.31 eV
LUMO   6.0 eV
Kohn-Sham gap   5.70 eV
SMILES string   [O-]CNCCC[S-]
Calculated total energy   -18663.7875 eV
Charge   -2
Largest force on an atom   2.6 eV/Å

***

[6]
An isolated molecule of C4H9NOS at a distorted geometry. Source: the OMol25 dataset; level of theory: ωB97M-V/def2-TZVPD.

Bonds (Å) are listed after each position.
Positions of all 16 atoms, in Å:
1 H 1.13560 1.76051 -1.55204  N8 1.010
2 H 0.93734 2.68927 -0.22133  N8 1.004
3 H 0.94906 -2.44211 0.95306  C10 1.100
4 S -0.84386 -1.40932 1.93620  C10 1.775, H14 1.283
5 H -0.50364 -2.46930 -0.16430  C10 1.098
6 O -2.13400 1.29671 0.35373  C11 1.198
7 C 0.20050 0.78768 0.05846  N8 1.413, C9 1.567, C11 1.519, H16 1.119
8 N 1.04502 1.74506 -0.54629  H1 1.010, H2 1.004, C7 1.413
9 C 0.71282 -0.65964 -0.25316  C7 1.567, C10 1.554, H13 1.066, H15 1.110
10 C 0.11634 -1.87104 0.51633  H3 1.100, S4 1.775, H5 1.098, C9 1.554
11 C -1.20554 1.14710 -0.38889  O6 1.198, C7 1.519, H12 1.143
12 H -1.33240 0.91867 -1.50135  C11 1.143
13 H 1.76147 -0.76597 -0.09534  C9 1.066
14 H -1.54754 -0.74738 1.09247  S4 1.283
15 H 0.63836 -0.74063 -1.35735  C9 1.110
16 H 0.07045 0.76038 1.16980  C7 1.119

Energy relative to the best compared isomer or geometry (same formula, charge and spin)   226.4 kJ/mol
HOMO level   -8.86 eV
LUMO   0.8 eV
Kohn-Sham gap   9.65 eV
SMILES string   N[C@@H](C=O)CCS
Calculated total energy   -18665.1801 eV
Largest force on an atom   3.5 eV/Å

***

[7]
An isolated molecule of C4H9NOS at a distorted geometry. Source: the OMol25 dataset; level of theory: ωB97M-V/def2-TZVPD.

Bonds (Å) are listed after each position.
Positions of all 16 atoms, in Å:
1 S 3.21977 0.66628 0.31151  H7 1.346, N14 1.702
2 H -0.90312 -0.88480 -1.33614  C3 1.034
3 C -0.67817 -0.28808 -0.52158  H2 1.034, C5 1.522, C6 1.572, C16 1.585
4 H -2.31381 -1.01690 0.95560  C16 1.122
5 C -0.10857 1.03258 -1.02083  C3 1.522, H9 1.025, H13 1.124
6 C 0.34310 -0.95269 0.47165  C3 1.572, H8 1.075, O10 1.374, H11 1.115
7 H 2.22435 1.33930 0.91863  S1 1.346
8 H 0.61270 -0.26146 1.24939  C6 1.075
9 H 0.19192 1.21945 -1.98315  C5 1.025
10 O 1.48191 -1.33387 -0.19561  C6 1.374, N14 1.487
11 H -0.21184 -1.75902 1.00577  C6 1.115
12 H -2.71785 0.22039 -0.32836  C16 1.082
13 H 0.21005 1.78143 -0.24533  C5 1.124
14 N 2.26480 -0.21608 -0.78609  S1 1.702, O10 1.487
15 H -1.64419 0.57077 1.12588  C16 1.067
16 C -1.97106 -0.11730 0.37867  C3 1.585, H4 1.122, H12 1.082, H15 1.067

Energy relative to the best compared isomer or geometry (same formula, charge and spin)   650.6 kJ/mol
HOMO level (alpha / beta)   -8.44 / -9.25 eV
LUMO (alpha / beta)   -1.0 / -0.1 eV
Kohn-Sham gap (alpha / beta)   7.40 / 9.14 eV
Calculated total energy   -18660.7833 eV
Largest force on an atom   4.0 eV/Å

***

[8]
An isolated molecule of C4H9NOS at a distorted geometry. Source: the OMol25 dataset; level of theory: ωB97M-V/def2-TZVPD.

Bonds (Å) are listed after each position.
Positions of all 16 atoms, in Å:
1 C 1.02661 -1.70297 -0.93110  H3 1.104, N6 1.372, O14 1.195
2 H -1.20895 1.32456 -0.36313  C13 1.090
3 H 1.52819 -1.90486 0.03188  C1 1.104
4 H -0.66551 2.54282 0.79752  C13 1.084
5 C -0.04537 0.39859 1.17346  H8 1.089, H12 1.093, C13 1.540, C15 1.515
6 N -0.25957 -1.27359 -0.72294  C1 1.372, H11 1.004, C15 1.455
7 S 1.03960 2.00100 -0.82490  H10 1.326, C13 1.864
8 H 1.03159 0.36988 1.32922  C5 1.089
9 H -1.72648 -0.78129 0.65261  C15 1.089
10 H 0.44211 2.58850 -1.85262  S7 1.326
11 H -0.75455 -1.26191 -1.59682  N6 1.004
12 H -0.53098 0.59140 2.13380  C5 1.093
13 C -0.39596 1.61827 0.30022  H2 1.090, H4 1.084, C5 1.540, S7 1.864
14 O 1.50089 -1.90844 -2.00809  C1 1.195
15 C -0.64207 -0.88094 0.62501  C5 1.515, N6 1.455, H9 1.089, H16 1.093
16 H -0.33956 -1.72103 1.25587  C15 1.093

Energy relative to the best compared isomer or geometry (same formula, charge and spin)   96.7 kJ/mol
HOMO level   -9.03 eV
LUMO   0.8 eV
Kohn-Sham gap   9.80 eV
SMILES string   O=CNCCCS
Calculated total energy   -18666.5246 eV
Largest force on an atom   1.6 eV/Å